1.
A structure of composition C22H37AsN6ReS6Si4Te in a non-equilibrium geometry, computed with the ωB97M-V functional and the def2-TZVPD basis.

Results
highest occupied orbital energy (spin up / spin down): -15.187 / -15.268 eV
orbital gap (spin up / spin down): 4.94 / 5.06 eV
maximum force: 3.58 eV/Å
net charge: +3

Element x y z (Å)
Re 2.697 1.565 0.199
S 0.440 8.745 -0.290
N 1.913 8.116 -0.285
C 1.777 6.804 -0.235
C 2.846 5.842 -0.219
C 4.208 6.178 -0.269
C 5.143 5.169 -0.272
C 4.722 3.847 -0.197
N 3.429 3.505 -0.136
C 2.492 4.495 -0.151
C 1.118 4.071 -0.067
N 0.907 2.738 0.064
C -0.353 2.316 0.169
C -1.448 3.169 0.116
C -1.245 4.522 -0.032
C 0.067 4.996 -0.111
C 0.413 6.389 -0.201
N -0.433 7.402 -0.227
H 4.485 7.224 -0.304
H 6.201 5.382 -0.317
H 5.452 3.052 -0.213
H -0.501 1.253 0.307
H -2.446 2.761 0.192
H -2.060 5.234 -0.079
S 4.913 3.528 3.104
As 4.443 1.571 3.625
S 2.398 1.496 2.459
S 4.687 0.465 0.198
S 5.595 0.245 1.937
C -5.028 -1.756 -1.552
Si -3.630 -0.607 -1.044
C -2.814 0.301 -2.477
C -4.169 0.550 0.342
Si -2.023 -2.193 -0.166
Te 1.408 -0.724 -0.359
Si -1.308 -3.959 -1.642
C 0.281 -4.707 -0.947
C -1.003 -3.196 -3.334
C -2.720 -5.197 -1.567
Si -2.054 -2.362 2.248
C -1.986 -0.706 3.136
C -3.681 -3.277 2.470
C -0.532 -3.385 2.691
H -5.888 -1.169 -1.884
H -5.367 -2.377 -0.719
H -4.744 -2.413 -2.375
H -3.493 1.055 -2.882
H -2.570 -0.382 -3.292
H -1.894 0.809 -2.178
H -4.689 1.416 -0.077
H -3.341 0.916 0.951
H -4.874 0.045 1.006
H 1.106 -3.997 -1.016
H 0.552 -5.594 -1.525
H 0.166 -5.015 0.094
H -0.300 -2.362 -3.275
H -1.927 -2.835 -3.789
H -0.579 -3.942 -4.010
H -2.828 -5.620 -0.566
H -2.516 -6.025 -2.250
H -3.677 -4.763 -1.860
H -2.866 -0.093 2.941
H -1.094 -0.133 2.871
H -1.953 -0.886 4.213
H -4.537 -2.660 2.191
H -3.811 -3.554 3.520
H -3.718 -4.198 1.885
H 0.384 -2.863 2.401
H -0.546 -4.363 2.208
H -0.491 -3.555 3.769
N 3.573 -3.185 0.695
C 3.902 -3.030 -0.572
N 4.915 -3.684 -1.104
S 3.031 -1.974 -1.656
H 4.089 -3.808 1.301
H 2.765 -2.714 1.070
H 5.462 -4.350 -0.577
H 5.156 -3.558 -2.076


2.
A cluster of 3 separate species, C22H37BF16N5O5 in total in a non-equilibrium geometry, computed with the ωB97M-V functional and the def2-TZVPD basis.

Results
highest occupied orbital energy: -12.118 eV
orbital gap: 8.83 eV
maximum force: 5.40 eV/Å
net charge: +1

Element x y z (Å)
C 0.419 -3.320 -1.568
C -1.028 -3.762 -1.764
O -1.618 -4.123 -0.854
O -1.597 -3.776 -3.009
C -1.769 -2.482 -3.574
C -1.150 -2.381 -4.982
C 0.281 -1.808 -4.968
C 0.258 -0.288 -4.604
C 1.471 -0.010 -3.733
N 1.524 1.365 -3.108
C 0.205 1.890 -2.582
C -0.464 2.957 -3.488
C -1.818 2.552 -4.081
C -2.918 2.422 -3.033
N -2.816 1.166 -2.269
C -3.903 0.981 -1.349
N -4.157 1.793 -0.449
N -4.698 -0.186 -1.449
B 2.459 1.232 -1.885
N 1.992 0.509 -0.728
O 3.707 1.742 -1.866
H 0.478 -2.233 -1.677
H 0.722 -3.554 -0.554
H 1.091 -3.813 -2.273
H -1.297 -1.746 -2.909
H -2.823 -2.206 -3.667
H -1.744 -1.723 -5.622
H -1.133 -3.382 -5.415
H 0.854 -2.013 -5.870
H 0.810 -2.297 -4.141
H -0.698 -0.124 -4.108
H 0.247 0.297 -5.526
H 1.621 -0.759 -2.960
H 2.348 -0.083 -4.383
H 1.940 2.081 -3.703
H 0.416 2.381 -1.629
H -0.469 1.075 -2.334
H -0.645 3.839 -2.871
H 0.238 3.267 -4.269
H -2.116 3.365 -4.748
H -1.786 1.660 -4.710
H -3.901 2.455 -3.520
H -2.870 3.305 -2.394
H -2.886 0.386 -2.919
H -3.514 2.581 -0.449
H -4.661 -0.530 -2.406
H -4.271 -0.927 -0.894
H 2.768 0.106 -0.215
H 1.433 1.108 -0.130
H 3.870 2.429 -2.528
C -2.183 1.469 5.155
C -2.244 0.101 5.856
C -1.069 -0.835 5.582
F -0.973 -1.153 4.266
F -1.239 -1.994 6.258
F -3.414 -0.507 5.562
F -2.263 0.348 7.194
O -2.912 1.607 3.943
C -2.301 1.199 2.778
C -3.034 0.033 2.118
F -3.096 -1.031 2.940
F -2.368 -0.362 0.996
F -0.994 0.914 2.998
F -2.323 2.257 1.932
H -2.660 2.171 5.837
H -1.159 1.826 5.048
H -0.135 -0.389 5.905
H -4.051 0.316 1.841
C 2.839 -1.412 3.604
C 2.788 -0.671 4.949
C 2.650 0.848 4.868
F 3.701 1.407 4.232
F 2.606 1.368 6.118
F 3.857 -1.013 5.691
F 1.686 -1.140 5.608
O 4.123 -1.756 3.118
C 4.821 -0.807 2.404
C 6.107 -0.389 3.113
F 5.833 0.121 4.330
F 6.734 0.571 2.393
F 4.031 0.256 2.118
F 5.146 -1.371 1.218
H 2.349 -2.370 3.774
H 2.238 -0.916 2.841
H 1.727 1.128 4.349
H 6.777 -1.243 3.233


3.
A structure of composition C22H37CaO3Si in a non-equilibrium geometry, computed with the ωB97M-V functional and the def2-TZVPD basis.

Results
highest occupied orbital energy: -3.735 eV
orbital gap: 5.71 eV
maximum force: 1.37 eV/Å
net charge: -1

Element x y z (Å)
O -6.538 -0.217 -4.283
C -6.753 -1.342 -5.187
C -7.881 -0.665 -5.965
H -7.073 -2.231 -4.634
H -5.866 -1.553 -5.791
C -7.642 0.481 -4.940
H -8.854 -1.148 -5.871
H -7.628 -0.396 -6.992
C -8.834 0.692 -4.030
H -9.187 -0.256 -3.613
H -9.657 1.143 -4.605
H -8.579 1.372 -3.207
C -7.206 1.781 -5.580
H -6.362 1.624 -6.259
H -6.918 2.506 -4.810
H -8.040 2.207 -6.156
Ca 0.166 -0.224 0.152
C 2.202 1.280 -1.097
C 2.555 -0.066 -1.396
C 1.599 -0.584 -2.316
H 3.420 -0.607 -1.021
C 0.662 0.453 -2.600
C 1.017 1.597 -1.825
H 0.515 2.564 -1.843
H 2.764 1.965 -0.465
H 1.614 -1.579 -2.766
H -0.115 0.410 -3.359
C -0.102 1.297 2.681
C -0.385 2.177 1.601
C -1.576 1.718 0.969
H 0.187 3.070 1.334
C -2.007 0.538 1.643
C -1.088 0.270 2.696
H -1.138 -0.553 3.412
H 0.712 1.416 3.398
H -2.116 2.244 0.181
H -2.923 -0.019 1.436
O -1.846 -0.631 -1.248
C -2.757 0.363 -1.840
C -3.415 -0.327 -3.023
H -2.171 1.249 -2.130
H -3.495 0.655 -1.078
C -3.378 -1.819 -2.645
H -2.803 -0.154 -3.923
H -4.430 0.025 -3.224
C -2.115 -1.968 -1.802
H -3.398 -2.477 -3.517
H -4.255 -2.047 -2.021
H -1.251 -2.276 -2.413
H -2.249 -2.669 -0.967
C 2.823 -0.968 4.123
Si 3.120 -0.489 2.313
C 3.758 1.308 2.391
C 4.620 -1.497 1.737
O 1.827 -0.763 1.416
H 3.774 -0.986 4.675
H 2.377 -1.971 4.177
H 2.146 -0.275 4.640
H 4.596 1.341 3.105
H 4.144 1.669 1.429
H 3.005 2.025 2.744
H 4.334 -2.541 1.548
H 5.076 -1.103 0.819
H 5.393 -1.494 2.520


E values, unit eV, following the record order: -199119.275 -85253.812 -55876.856.